# 1
{
  "formula": "C11H12NO",
  "method": "ωB97M-V/def2-TZVPD",
  "species": ["C", "C", "C", "C", "C", "C", "C", "C", "C", "C", "C", "N", "O", "H", "H", "H", "H", "H", "H", "H", "H", "H", "H", "H", "H"],
  "xyz": [[3.74360, -0.26171, 0.06011], [3.01434, 0.84281, 0.63505], [2.97417, -1.11826, -0.65514], [1.62836, 0.97932, 0.62728], [1.57509, -1.00085, -0.74817], [0.94309, 0.08850, -0.18283], [-3.31924, 1.94888, -1.04165], [-0.16237, -2.50830, 0.67875], [-2.66444, 1.07922, -0.30255], [-1.20736, 1.02083, -0.49784], [-1.25466, -2.00926, 0.29801], [-0.35642, 0.15923, -0.20407], [-2.39205, -1.74094, -0.25956], [4.74284, -0.50135, 0.22783], [3.43176, 1.64326, 1.28530], [3.30428, -2.04067, -1.34288], [1.12719, 1.69276, 1.14250], [0.94648, -1.63023, -1.35968], [-4.33947, 2.14816, -0.82718], [-2.85122, 2.45917, -1.79188], [-0.07745, -3.57872, 1.07922], [0.78441, -2.00879, 0.68678], [-3.13644, 0.41256, 0.38924], [-0.67878, 1.83759, -1.01849], [-2.43718, -2.07994, -1.15176]],
  "lumo_energy_ev": [-4.37, -4.37],
  "e_tot_ev": -15126.865,
  "homo_ev": [-12.11, -12.11],
  "de_lowest_ev": 6.4098,
  "charge": 1,
  "max_force_ev_per_a": 6.05,
  "gap_ev": [7.74, 7.74]
}

=====

# 2
{
  "formula": "C2F3N2O3",
  "method": "ωB97M-V/def2-TZVPD",
  "species": ["C", "C", "N", "N", "O", "O", "O", "F", "F", "F"],
  "xyz": [[0.49062, 0.42509, 0.03842], [1.18808, -1.03469, -0.33368], [-0.67284, 0.11988, 0.61849], [-1.68950, 0.94442, 0.55458], [-2.55642, 0.84219, 1.44833], [0.99612, 1.39299, -0.45285], [-1.78434, 1.75363, -0.39716], [2.48929, -0.93756, -0.75032], [0.48694, -1.55188, -1.38287], [1.05204, -1.95405, 0.65707]],
  "smiles": "O=[N+]([O-])/N=C(\\[O-])C(F)(F)F",
  "lumo_energy_ev": 4.05,
  "e_tot_ev": -19348.011,
  "homo_ev": -5.54,
  "de_lowest_ev": 0.9286,
  "charge": -1,
  "max_force_ev_per_a": 2.86,
  "gap_ev": 9.58
}

=====

# 3
{
  "formula": "F3NS",
  "method": "ωB97M-V/def2-TZVPD",
  "species": ["N", "F", "F", "F", "S"],
  "xyz": [[-0.36836, -1.03026, -0.58703], [-1.55710, -1.57844, -0.22075], [1.49602, 0.29635, 0.81554], [0.48272, 1.74063, -0.57953], [-0.05329, 0.57173, 0.57177]],
  "lumo_energy_ev": [-1.55, -1.55],
  "e_tot_ev": -20471.796,
  "homo_ev": [-9.63, -9.63],
  "de_lowest_ev": 1.8376,
  "max_force_ev_per_a": 5.47,
  "gap_ev": [8.08, 8.08]
}

=====

# 4
{
  "formula": "C19H35CdCl8FO19S",
  "method": "ωB97M-V/def2-TZVPD",
  "species": ["Cd", "S", "O", "O", "O", "O", "C", "O", "C", "O", "O", "C", "H", "H", "H", "H", "H", "H", "C", "O", "C", "O", "O", "C", "H", "H", "H", "H", "H", "H", "C", "O", "C", "O", "O", "C", "H", "H", "H", "H", "H", "H", "C", "O", "C", "O", "O", "C", "H", "H", "H", "H", "H", "H", "C", "C", "O", "C", "O", "O", "F", "H", "H", "H", "C", "Cl", "Cl", "H", "H", "C", "Cl", "Cl", "H", "H", "C", "Cl", "Cl", "H", "H", "C", "Cl", "Cl", "H", "H"],
  "xyz": [[-0.67939, 2.02564, -1.39099], [-1.02493, -0.33705, -0.40370], [0.05062, 0.65427, -0.26585], [-1.68962, -0.57761, 0.84954], [-1.83935, 0.51310, -1.27760], [-0.67629, -1.54079, -1.12393], [4.19195, 4.63702, -1.12989], [2.83626, 4.43474, -1.50130], [1.94958, 3.68831, -0.72400], [0.80696, 3.38786, -1.05103], [2.52984, 3.39112, 0.50819], [2.02543, 2.51048, 1.45133], [4.70082, 3.75321, -0.74513], [4.30725, 5.36276, -0.32483], [4.85819, 4.99578, -1.91443], [1.09824, 2.96801, 1.79642], [2.75055, 2.55003, 2.26419], [1.99342, 1.51619, 1.00584], [-0.77747, -0.76236, -4.36543], [0.34620, -0.07294, -4.80203], [0.81748, 0.96048, -4.14599], [0.41546, 1.39055, -3.03303], [1.82859, 1.47231, -4.83600], [2.40539, 2.77310, -4.39067], [-0.59538, -1.80790, -4.61400], [-1.66233, -0.47824, -4.93499], [-0.92197, -0.61641, -3.29496], [3.08243, 2.61147, -3.55187], [1.58719, 3.42118, -4.07660], [2.90279, 3.19519, -5.26390], [1.13818, -0.38255, 2.94026], [2.56841, -0.24498, 2.83572], [3.42299, -1.33892, 2.67997], [4.60708, -1.19463, 2.51257], [2.71797, -2.48257, 2.74619], [3.25906, -3.74142, 2.60347], [0.78108, 0.62222, 3.16610], [0.90422, -1.04416, 3.77430], [0.71724, -0.65903, 1.97358], [3.66455, -4.02899, 3.57351], [3.95839, -3.68227, 1.76948], [2.41055, -4.38666, 2.37591], [-4.29565, 1.80183, 0.46837], [-3.76348, 2.74060, 1.42105], [-2.53845, 3.15662, 1.13683], [-1.86737, 2.91138, 0.14859], [-2.12661, 4.08333, 2.10846], [-2.96630, 4.58353, 3.19628], [-3.56591, 1.01788, 0.26591], [-4.51440, 2.37047, -0.43545], [-5.14325, 1.20928, 0.81271], [-2.37132, 5.20336, 3.86704], [-3.35001, 3.77378, 3.81691], [-3.75539, 5.20025, 2.76606], [2.07547, -2.25645, -2.21481], [2.06258, -2.74211, -0.81971], [3.41385, -2.69833, -0.49109], [4.15307, -2.56605, -1.61138], [5.41428, -2.58649, -1.58059], [3.36778, -2.52812, -2.64397], [1.55945, -3.99849, -0.77776], [1.93473, -1.17562, -2.20387], [1.32093, -2.62959, -2.90729], [1.46001, -2.09346, -0.18389], [-1.82061, -3.87844, -2.62460], [-0.72350, -5.01545, -3.37049], [-3.48872, -4.39399, -2.57362], [-1.43890, -3.71881, -1.61618], [-1.79434, -2.88968, -3.08261], [-4.69953, -2.19011, 0.57575], [-6.22059, -1.27189, 1.01833], [-5.30467, -3.64038, -0.07740], [-4.23153, -1.62814, -0.23250], [-4.02934, -2.41989, 1.40409], [-1.04314, -3.21435, 1.99548], [-1.17999, -4.70309, 1.06075], [-0.25489, -3.63700, 3.54510], [-0.29897, -2.60593, 1.48153], [-1.96259, -2.69007, 2.25597], [-3.09420, 0.26035, 3.52970], [-4.66378, 1.07451, 3.83957], [-2.14198, 0.41654, 5.03826], [-3.30355, -0.79398, 3.34899], [-2.57661, 0.70697, 2.68074]],
  "lumo_energy_ev": -0.74,
  "e_tot_ev": -177466.850,
  "homo_ev": -9.76,
  "de_lowest_ev": 4.3100,
  "max_force_ev_per_a": 7.68,
  "gap_ev": 9.02
}

=====

# 5
{
  "formula": "C20H19EuN3O3S3",
  "method": "ωB97M-V/def2-TZVPD",
  "species": ["Eu", "O", "C", "C", "C", "C", "C", "C", "C", "O", "N", "N", "C", "S", "C", "C", "S", "H", "H", "H", "H", "H", "H", "H", "H", "H", "S", "C", "C", "C", "C", "C", "C", "C", "C", "C", "N", "H", "H", "H", "H", "H", "H", "C", "O", "H", "H", "H", "H"],
  "xyz": [[-0.00285, -0.00286, -0.00530], [-2.28212, -3.65012, 3.63566], [-1.76542, -2.69275, 4.41427], [-1.85560, -2.86656, 5.79721], [-1.34793, -1.91929, 6.65971], [-0.73070, -0.77308, 6.16190], [-0.63455, -0.59778, 4.79770], [-1.14664, -1.54071, 3.90012], [-0.99600, -1.28060, 2.45141], [-0.33232, -0.24811, 2.06974], [-1.57146, -2.13761, 1.63000], [-1.41147, -1.89390, 0.26132], [-2.03521, -2.75638, -0.45711], [-3.00681, -4.02354, 0.25160], [-3.29114, -4.87669, -1.33271], [-3.36860, -3.83139, -2.42090], [-1.95422, -2.69685, -2.20005], [-2.16063, -3.36530, 2.69972], [-2.33750, -3.76440, 6.16252], [-1.43362, -2.06948, 7.72873], [-0.32904, -0.03150, 6.83986], [-0.15336, 0.27958, 4.38868], [-4.22068, -5.43662, -1.23876], [-2.46426, -5.56584, -1.49718], [-4.28572, -3.24856, -2.35027], [-3.28271, -4.26626, -3.41532], [2.10864, -0.02054, -4.35279], [0.46170, -0.00591, -4.76837], [-0.34612, -0.00029, -3.66787], [0.33188, -0.00621, -2.40591], [1.69824, -0.01736, -2.64514], [2.76240, -0.01294, -1.64670], [4.11864, -0.00101, -2.00719], [5.09162, 0.01603, -1.03405], [4.71522, 0.01716, 0.30493], [3.36900, -0.00043, 0.59456], [2.40854, -0.01168, -0.33757], [0.17184, 0.00247, -5.81001], [-1.42514, 0.00066, -3.77210], [4.38574, -0.00131, -3.05480], [6.13910, 0.02913, -1.30687], [5.45116, 0.03174, 1.09616], [3.02601, -0.00568, 1.62413], [-2.75314, 1.41179, -0.23409], [-1.53141, 1.93465, 0.31591], [-3.51853, 2.18584, -0.27573], [-3.11838, 0.56956, 0.35784], [-2.52758, 1.08454, -1.24862], [-1.74876, 2.41259, 1.11593]],
  "lumo_energy_ev": [0.26, 0.24],
  "e_tot_ev": -83495.207,
  "homo_ev": [-5.67, -7.53],
  "max_force_ev_per_a": 3.55,
  "gap_ev": [5.93, 7.78],
  "spin_multiplicity": 8
}